No. 1
A molecular structure, C13H26BClF4O4Ta. Source: the Open Molecules 2025 dataset; level of theory: ωB97M-V/def2-TZVPD.

Calculated values
- charge = -1
- orbital gap (eV) = 7.7
- molecular weight (g/mol) = 549.55
- E_HOMO (eV) = -5.31

Geometry as XYZ:
```
50
C13H26BClF4O4Ta | the Open Molecules 2025 dataset | ωB97M-V/def2-TZVPD
C -5.1387 1.0564 -2.0002
C -4.4870 2.4200 -1.9655
O -4.7960 3.3195 -2.6945
O -3.5835 2.6014 -0.9635
C -2.3483 1.8538 -1.0339
C -1.4156 2.3931 -2.1196
C -0.2240 3.2148 -1.5898
C 1.1524 2.5384 -1.7595
C 1.9622 2.4422 -0.4659
C 1.2708 1.6874 0.6783
C 0.6728 0.3324 0.2901
C 1.7504 -0.7549 0.1147
Ta 2.2483 -2.1385 1.8364
Cl 4.6453 -2.0079 1.7836
C 0.1316 -2.3715 2.3327
B -0.4871 -1.7694 3.6510
O -1.8183 -1.9992 3.9559
O 0.1961 -1.0332 4.5943
C 2.1746 -4.0320 0.3892
F 2.7590 -5.1217 1.0093
F 0.8271 -4.4107 0.1879
C 2.6972 -3.9918 -1.0446
F 3.9243 -3.3958 -1.1030
F 2.8423 -5.2401 -1.5828
H -5.3395 0.7727 -3.0323
H -6.0957 1.1406 -1.4807
H -4.5473 0.2881 -1.5106
H -1.9112 1.9607 -0.0424
H -2.5743 0.7950 -1.1812
H -2.0198 2.9913 -2.8062
H -1.0334 1.5445 -2.6942
H -0.3933 3.4232 -0.5299
H -0.2078 4.1851 -2.0905
H 1.7466 3.1044 -2.4829
H 1.0255 1.5365 -2.1790
H 2.1933 3.4554 -0.1166
H 2.9232 1.9694 -0.6896
H 0.4907 2.3202 1.1186
H 2.0055 1.5132 1.4707
H -0.0683 0.0498 1.0451
H 0.0970 0.4532 -0.6377
H 1.5320 -1.3556 -0.7803
H 2.7116 -0.2624 -0.0938
H 2.3870 -3.0245 3.4543
H 2.2331 -0.5285 2.7108
H -0.0450 -3.4596 2.3863
H -0.4487 -2.0273 1.4622
H -2.1335 -2.8172 3.5669
H 0.5208 -0.1768 4.3110
H 1.9955 -3.4441 -1.6789
```

No. 2
5 unconnected molecules or ions with the total composition C13H26Br6N2O. Source: the Open Molecules 2025 dataset; level of theory: ωB97M-V/def2-TZVPD.

Calculated values
- charge = 0
- orbital gap (eV) = 9.5
- SMILES = CN(C)C=O.BrCCBr.BrCCBr.BrCCBr.CCCC#N
- molecular weight (g/mol) = 705.79
- E_HOMO (eV) = -9.40

Geometry as XYZ:
```
48
C13H26Br6N2O | the Open Molecules 2025 dataset | ωB97M-V/def2-TZVPD
C 0.1810 2.0641 6.2809
N 0.8574 0.9041 5.7148
C 0.0140 -0.3219 5.9155
C 1.9380 0.8549 4.9684
O 2.4974 -0.1443 4.4933
H 0.8503 2.8582 6.6118
H -0.2953 1.8631 7.2405
H -0.5322 2.4802 5.5694
H 0.3624 -1.1720 5.3289
H -0.1866 -0.5251 6.9674
H -0.9619 0.0012 5.5532
H 2.3868 1.8475 4.8087
Br 1.0612 -3.1350 -7.7914
C 1.9085 -1.4556 -7.1908
C 1.7166 -0.4457 -8.2835
Br 2.5107 1.1694 -7.7467
H 2.9562 -1.6855 -6.9973
H 1.5302 -0.9839 -6.2839
H 0.6553 -0.1996 -8.2510
H 2.1511 -0.7759 -9.2270
Br 3.4118 -6.3883 -0.7955
C 2.4142 -5.4298 -2.1737
C 1.8695 -6.2333 -3.2826
Br 3.2510 -6.9445 -4.4956
H 3.0491 -4.5919 -2.4617
H 1.6129 -5.0232 -1.5566
H 1.1956 -5.6086 -3.8688
H 1.3889 -7.1518 -2.9458
Br -2.1375 5.5254 2.7645
C -4.1023 5.4395 2.4766
C -4.7859 4.6593 3.5410
Br -6.6799 4.3016 2.9616
H -4.2017 4.9131 1.5273
H -4.6972 6.3395 2.3210
H -4.6761 5.0718 4.5439
H -4.3936 3.6551 3.7018
C 0.7673 -0.4773 -1.2944
C -0.4200 0.2562 -1.6346
C -0.8564 1.2219 -0.4580
C -1.6055 0.5857 0.6318
N -2.1709 0.0669 1.4716
H 0.5536 -0.9965 -0.3602
H 1.5396 0.2648 -1.0918
H 1.1959 -1.1600 -2.0281
H -1.2797 -0.3018 -2.0056
H -0.1671 1.0204 -2.3695
H -1.6136 1.9460 -0.7585
H -0.0624 1.8415 -0.0410
```

No. 3
7 unconnected molecules or ions with the total composition C13H26Cl10O2. Source: the Open Molecules 2025 dataset; level of theory: ωB97M-V/def2-TZVPD.

Calculated values
- relative energy (zero: lowest compared OMol25 entry of this formula, charge and spin) (kcal/mol) = 1.73
- charge = 0
- orbital gap (eV) = 9.8
- SMILES = C1CCOC1.C1CCOC1.ClCCl.ClCCl.ClCCl.ClCCl.ClCCl
- molecular weight (g/mol) = 568.88
- E_HOMO (eV) = -9.40

Geometry as XYZ:
```
51
C13H26Cl10O2 | the Open Molecules 2025 dataset | ωB97M-V/def2-TZVPD
C -8.9503 15.4463 -13.4345
C -10.2648 14.9374 -12.8303
C -10.1718 15.6058 -11.4621
O -9.6337 16.8992 -11.6809
C -8.9646 16.8974 -12.9461
H -9.0528 15.4130 -14.5204
H -8.0591 14.9262 -13.0862
H -10.3024 13.8504 -12.7920
H -11.1047 15.3193 -13.4113
H -9.4605 15.0127 -10.8608
H -11.0639 15.5753 -10.8342
H -7.9631 17.3196 -12.9014
H -9.6004 17.4301 -13.6621
C -8.0844 11.0384 -9.8402
C -7.1110 12.1007 -9.3923
C -6.2735 12.3396 -10.6234
O -6.1997 11.0680 -11.2826
C -7.1161 10.1672 -10.6449
H -8.8616 11.4433 -10.4987
H -8.6217 10.4331 -9.1106
H -6.5698 11.7249 -8.5197
H -7.5886 13.0105 -9.0112
H -5.2779 12.7399 -10.4319
H -6.7813 13.0599 -11.2786
H -6.5097 9.5865 -9.9404
H -7.6197 9.4625 -11.3047
Cl -12.7346 15.8753 -2.9283
C -11.9121 15.0655 -4.2586
Cl -10.5968 13.9610 -3.7896
H -12.6762 14.5489 -4.8254
H -11.4528 15.8505 -4.8454
Cl -10.1321 16.2700 -7.4290
C -9.2205 14.7472 -7.5742
Cl -10.2420 13.3406 -7.1528
H -8.9453 14.6335 -8.6130
H -8.4248 14.7469 -6.8444
Cl -6.6974 16.8305 -5.8424
C -7.2509 15.9870 -4.4002
Cl -6.7561 14.2792 -4.4798
H -6.8237 16.4557 -3.5212
H -8.3333 16.0564 -4.3583
Cl -7.1736 11.1328 -5.8516
C -8.7110 10.3437 -6.0213
Cl -8.5288 8.6710 -6.5944
H -9.2572 10.3492 -5.0813
H -9.3583 10.8545 -6.7283
Cl -7.3371 16.8134 -9.4160
C -6.1106 17.6013 -10.4135
Cl -5.3969 16.5013 -11.6353
H -6.5736 18.4648 -10.8749
H -5.2845 17.9018 -9.7811
```

No. 4
A molecular structure, C13H26Cl2NOP2Pb. Source: the Open Molecules 2025 dataset; level of theory: ωB97M-V/def2-TZVPD.

Calculated values
- charge = +3
- orbital gap (spin up / spin down) (eV) = 4.1 / 3.0
- molecular weight (g/mol) = 552.41
- E_HOMO (spin up / spin down) (eV) = -17.44 / -17.25

Geometry as XYZ:
```
46
C13H26Cl2NOP2Pb | the Open Molecules 2025 dataset | ωB97M-V/def2-TZVPD
C -2.0428 2.8507 -4.0247
C -1.3335 1.9069 -3.1217
H -2.3509 2.3507 -4.9572
H -1.3730 3.6919 -4.2813
H -2.9444 3.2320 -3.5097
O -1.2792 0.7215 -3.0391
Cl 1.3341 4.7690 0.0633
Pb -0.1244 3.3241 -1.3205
P 2.0065 1.0049 -1.5134
C 2.9696 -0.4923 -1.9548
C 2.7580 2.2313 -2.6721
H 3.8298 2.0138 -2.7855
H 3.9445 1.5144 -0.1277
H 2.6160 3.2596 -2.3005
H 2.4944 2.4483 0.3873
H 2.5640 -0.9128 -2.8844
H 2.2646 2.1248 -3.6500
C 2.8605 1.4717 0.0414
H 4.0250 -0.2297 -2.1060
H 2.6328 0.7155 0.8041
H 2.8898 -1.2471 -1.1614
P -2.5490 -0.5981 0.6890
C -3.5717 -2.1343 0.7455
C -2.6901 -0.1583 2.4826
H -3.4629 1.5683 0.0858
H -4.7714 0.4326 0.5878
H -4.0079 0.2844 -1.0326
C -3.8374 0.5398 0.0212
H -2.4711 0.9080 2.6055
H -3.6947 -0.4045 2.8476
H -4.4714 -1.9568 1.3490
H -2.9696 -2.9393 1.1887
H -1.9422 -0.7368 3.0386
H -3.8490 -2.4063 -0.2818
Cl -0.8912 1.9876 0.7367
C 2.0777 -3.5317 3.4885
C 2.8796 -2.8603 2.5614
C 2.2577 -2.0399 1.6011
N 0.9360 -1.8963 1.5337
C 0.1657 -2.5573 2.3921
C 0.6908 -3.3808 3.4053
H 2.5257 -4.1627 4.2564
H 3.9641 -2.9317 2.5560
H 2.8550 -1.4842 0.8728
H -0.9161 -2.4218 2.2923
H 0.0019 -3.8686 4.0907
```

No. 5
2 unconnected molecules or ions with the total composition C13H26FNO5S. Source: the Open Molecules 2025 dataset; level of theory: ωB97M-V/def2-TZVPD.

Calculated values
- relative energy (zero: lowest compared OMol25 entry of this formula, charge and spin) (kcal/mol) = 82.79
- charge = 0
- orbital gap (eV) = 9.4
- SMILES = CC(C)=N[C@H]1COS(=O)(=O)C[C@@H]1CCF.COCCOC
- molecular weight (g/mol) = 327.42
- E_HOMO (eV) = -9.06

Geometry as XYZ:
```
47
C13H26FNO5S | the Open Molecules 2025 dataset | ωB97M-V/def2-TZVPD
C -1.0005 -4.1868 1.0289
C -0.8534 -4.4531 -0.5109
C -2.1156 -4.5485 -1.4438
N 0.2906 -4.5788 -1.1174
C 1.2341 -3.4903 -0.7942
C 2.5897 -3.8491 -1.5303
O 2.4567 -3.9197 -2.9611
S 2.2789 -2.3857 -3.5281
O 3.4236 -1.4977 -3.2076
O 1.9871 -2.4406 -4.9824
C 0.7500 -1.7648 -2.7204
C 0.7177 -2.0555 -1.1634
C 1.6290 -1.0362 -0.3508
C 1.2041 0.4461 -0.5760
F 0.6762 1.0094 0.6050
H -0.4387 -4.9116 1.6469
H -0.5956 -3.1575 1.2163
H -2.0849 -4.1335 1.2573
H -3.0303 -4.1833 -0.9312
H -1.8970 -3.8483 -2.2846
H -2.2572 -5.5737 -1.8430
H 1.4956 -3.5041 0.3002
H 2.8920 -4.8708 -1.1996
H 3.4166 -3.1677 -1.2098
H -0.0736 -2.3682 -3.1772
H 0.5478 -0.7082 -2.9815
H -0.3248 -1.8421 -0.8297
H 2.7104 -1.2291 -0.5015
H 1.4101 -1.2611 0.7259
H 0.4038 0.5758 -1.3399
H 2.0842 1.0586 -0.8600
C -1.9440 6.6418 1.2879
O -2.2519 5.2615 1.1627
C -1.1006 4.4579 0.9279
C -0.5767 3.8254 2.2081
O -0.1221 4.8014 3.1374
C -1.0954 5.1257 4.1178
H -2.7797 7.1276 1.7919
H -1.0368 6.8089 1.8722
H -1.8242 7.0862 0.2944
H -0.3190 5.0453 0.4349
H -1.4009 3.6618 0.2422
H 0.2810 3.1960 1.9582
H -1.3374 3.1836 2.6652
H -1.0938 4.3645 4.9030
H -2.0999 5.2043 3.6992
H -0.8256 6.0845 4.5609
```